A cluster of 2 separate species, C8H7NOS in total at a distorted geometry. Source: the Open Molecules 2025 dataset; level of theory: ωB97M-V/def2-TZVPD.

XYZ file:
```
18
Properties=species:S:1:pos:R:3:forces:R:3
S 2.880189 0.534014 -0.895742 0.08 0.75 0.08
O 2.386972 -2.105233 -0.935878 -0.40 0.43 0.14
N 1.137833 -2.559583 1.887179 0.50 -0.48 0.59
C 0.304026 -0.686656 0.376788 -1.42 1.55 -1.08
C -1.204342 1.245924 0.755528 -1.11 -1.93 -1.23
C -0.300481 -0.867941 -0.855422 1.65 1.08 3.16
C 0.860690 -1.698489 1.186803 -0.75 -0.35 -0.14
C 0.214130 0.721656 0.994618 -2.94 -1.85 3.69
C 2.410707 -0.951424 -0.816156 1.83 -1.18 -1.25
C -1.586924 1.148077 -0.702358 1.35 -0.30 2.35
C -1.052676 0.181361 -1.430841 -0.03 0.82 0.59
H -0.163266 -1.744477 -1.387011 0.06 -1.78 -0.83
H 0.087633 0.593583 2.200270 1.56 0.35 -2.73
H -2.386992 1.739119 -0.981032 -1.20 1.38 -1.23
H -2.030626 0.601158 1.224970 1.29 0.69 0.07
H -1.223548 0.212614 -2.438352 -0.72 -0.55 -2.51
H -1.290190 2.219550 1.155026 -0.28 1.16 0.31
H 0.956864 1.416744 0.661608 0.53 0.22 0.03
```
Forces are in eV/Å.

## Properties
- F_max: 5.1 eV Å⁻¹
- Kohn-Sham gap (spin up / spin down): 8.38 / 8.38 eV
- SMILES: N#CC1=CC=CCC1.O=C=S
- Charge: 0
- Highest occupied orbital energy (spin up / spin down): -8.990 / -8.990 eV
- Lowest unoccupied orbital energy (spin up / spin down): -0.608 / -0.607 eV


A cluster of 10 separate species, C28H56Br12O8S4 in total at a distorted geometry. Source: the Open Molecules 2025 dataset; level of theory: ωB97M-V/def2-TZVPD.

XYZ file:
```
108
Properties=species:S:1:pos:R:3:forces:R:3
Br 22.403425 14.930305 34.720949 -0.42 0.12 0.21
Br 24.192122 10.685658 32.285766 0.10 0.44 0.09
Br 21.936309 17.995921 32.316255 0.36 -0.38 -0.61
Br 26.556991 18.084869 32.076245 0.27 -0.59 0.71
Br 21.026017 10.542634 30.792749 -0.05 -0.78 -0.35
Br 24.582314 14.575023 29.699306 -0.45 -0.67 0.13
Br 27.960975 9.513881 29.525490 -0.12 0.05 0.45
Br 20.537711 18.970780 29.420492 0.40 -0.53 -0.13
Br 24.727444 12.967054 36.199339 -0.46 -0.50 -0.01
Br 27.631320 9.881148 34.166639 0.35 0.47 -0.73
Br 23.012849 6.292256 30.520981 -0.07 -0.32 0.01
Br 27.453764 13.887351 33.980457 -0.14 0.27 0.02
S 22.462315 6.670834 35.121177 1.83 0.86 0.17
S 28.339870 14.082763 29.577296 0.21 -1.47 -1.05
S 19.921521 12.426896 27.082619 -2.59 0.57 -0.12
S 23.687017 8.756077 26.661834 -0.35 1.99 -1.48
O 22.532549 8.313433 25.897160 0.64 -0.26 0.42
O 21.176639 12.479982 27.834127 -0.93 0.24 -1.09
O 21.721634 7.011866 33.929670 -0.10 -0.15 0.12
O 24.395864 7.885484 27.550851 0.03 -0.32 0.25
O 27.580165 13.155297 30.385857 -0.40 0.32 0.21
O 19.696231 12.945398 25.730829 1.30 -0.32 1.08
O 21.793914 6.238224 36.321091 -0.03 -0.06 -0.37
O 28.453584 15.460939 29.965825 0.16 0.10 -0.20
C 22.479059 17.080325 30.633679 0.24 -0.26 1.02
C 28.771141 12.813462 27.304454 -0.18 -0.41 0.31
C 18.567556 13.142966 28.128311 -0.20 0.63 -0.27
C 21.915902 13.302240 35.703896 0.21 -0.14 -0.60
C 24.760464 12.293197 31.327424 0.18 0.49 -0.43
C 27.308881 15.387145 32.751058 -0.61 0.91 -0.24
C 23.225573 10.306281 27.442128 0.56 0.59 1.98
C 25.059876 11.045667 26.052682 -0.85 -0.11 0.17
C 17.758119 10.898114 27.510158 -0.75 0.95 1.24
C 23.639927 11.453201 26.506418 -0.29 -0.71 -0.54
C 27.858658 13.913736 27.819355 0.82 0.84 0.07
C 21.485295 8.610963 31.067967 0.49 0.55 1.32
C 23.852714 5.559133 34.682558 0.18 -0.19 0.64
C 30.183938 13.011235 27.923054 -0.08 0.94 -1.54
C 27.164042 16.756739 33.415039 0.86 -0.54 0.62
C 24.886075 7.895187 34.759449 0.50 0.51 -1.30
C 27.554168 9.267996 31.442363 -0.42 -1.04 -0.23
C 21.470515 17.221345 29.521730 -0.91 0.24 -0.12
C 29.972218 13.212635 29.389006 -1.63 -0.18 0.96
C 24.838096 9.629116 25.520024 0.45 -0.49 -0.16
C 22.664840 8.157847 30.224264 -0.92 0.49 -0.17
C 23.021589 12.318396 35.444619 0.89 0.03 -0.35
C 17.714357 11.985199 28.632171 1.42 -1.15 1.02
C 23.587251 8.137869 35.480149 -0.61 -1.35 1.07
C 27.908979 10.481830 32.256876 -0.46 -1.20 0.99
C 23.669324 13.028179 30.573185 0.13 -0.14 -0.03
C 25.044849 6.435206 34.303141 0.73 -1.15 -1.20
C 19.198054 10.767363 27.153949 1.82 0.02 -0.93
H 23.181379 12.254888 34.370568 0.14 0.09 0.06
H 30.757387 12.144979 27.598480 0.34 0.00 0.60
H 22.909717 11.286163 35.769207 -0.38 0.23 0.53
H 26.011751 5.996600 34.582445 -0.37 0.11 1.35
H 19.094578 13.793835 28.825273 -0.22 -0.36 0.49
H 18.221406 11.599356 29.524882 -0.32 -0.24 0.04
H 26.478360 16.694679 34.257548 -0.46 0.25 -0.36
H 28.110145 17.072823 33.853381 0.00 0.37 -0.34
H 21.809030 8.588435 32.107448 -0.09 0.07 0.03
H 28.452089 11.819661 27.629718 -0.34 0.07 0.04
H 23.527410 17.297922 30.448568 -0.23 0.80 -0.26
H 28.182257 15.282907 32.122013 -0.25 0.34 -0.03
H 21.017652 12.955326 35.196158 -0.12 0.00 0.27
H 17.836375 13.776427 27.619775 0.82 0.16 -0.87
H 19.417903 10.275634 26.205239 -0.08 0.10 -0.06
H 21.818761 17.058525 28.505457 0.57 0.06 0.20
H 30.660848 13.897693 27.493024 -0.02 -0.07 -0.13
H 22.890949 13.437332 31.212736 0.13 0.11 0.07
H 27.208362 11.299799 32.153691 0.36 0.23 -0.21
H 24.076943 4.968726 35.572098 -0.28 0.13 0.14
H 26.793525 13.866958 27.607202 -0.07 -0.47 0.55
H 22.205645 10.317499 27.819610 -0.13 -0.11 -0.53
H 26.518419 8.932006 31.508081 -0.24 0.84 -0.18
H 25.762214 8.123627 35.359631 -0.31 0.20 0.37
H 25.280606 6.213735 33.252268 -0.96 1.21 -0.44
H 23.609139 4.857996 33.888082 -0.47 0.22 -0.03
H 25.759002 9.060314 25.393873 -0.16 -0.18 0.04
H 22.538068 16.041872 30.952658 -0.38 -0.05 -0.10
H 30.599239 13.766829 30.082786 0.69 -0.06 -0.57
H 23.555440 12.490471 26.821802 0.01 -0.28 0.81
H 25.223224 12.997576 32.016431 0.08 -0.39 0.33
H 23.826632 10.323063 28.362106 0.15 0.07 -0.07
H 26.382818 15.343671 32.177181 0.23 -0.98 -0.20
H 23.200510 12.422983 29.804074 0.07 0.13 -0.22
H 16.706868 12.274742 28.916618 -0.01 0.13 -0.15
H 17.404146 9.913330 27.812246 -0.28 0.18 0.22
H 25.733379 11.062095 26.912292 -0.09 -0.28 0.23
H 23.560950 8.663130 30.552582 0.06 0.21 -0.18
H 23.840395 8.162379 36.541663 -0.69 -0.21 0.14
H 28.727593 12.807843 26.215813 0.42 0.04 -0.01
H 28.191825 14.843111 27.345948 0.04 0.11 0.20
H 28.963613 10.714575 32.189199 -0.08 0.39 -0.05
H 24.271381 9.652076 24.590093 0.17 0.04 -0.12
H 22.973764 9.004877 35.252217 0.27 0.11 -0.38
H 20.679566 16.487997 29.669291 -0.13 0.23 0.14
H 25.517177 11.937616 30.634483 0.03 0.06 0.03
H 20.540442 8.079608 31.074669 0.11 -0.19 -0.73
H 28.031441 8.338535 31.752742 0.81 0.43 -0.09
H 24.951599 8.606697 33.935684 0.11 -0.33 -0.23
H 29.698638 12.248332 29.821995 0.21 0.07 0.26
H 17.065216 11.318392 26.779736 0.52 -0.48 -0.79
H 25.541191 11.726839 25.351136 -0.35 -0.15 -0.42
H 22.488718 8.323818 29.168072 0.11 -0.25 -0.02
H 22.875076 11.367615 25.725439 0.52 0.24 -0.60
H 21.743995 13.528764 36.750205 0.01 0.14 -0.05
H 19.837957 10.298443 27.906600 -0.57 -0.30 0.28
```
Forces are in eV/Å.

## Properties
- F_max: 2.7 eV Å⁻¹
- Kohn-Sham gap: 9.71 eV
- SMILES: O=S1(=O)CCCC1.O=S1(=O)CCCC1.O=S1(=O)CCCC1.O=S1(=O)CCCC1.BrCCBr.BrCCBr.BrCCBr.BrCCBr.BrCCBr.BrCCBr
- Charge: 0
- Highest occupied orbital energy: -9.634 eV
- Lowest unoccupied orbital energy: 0.080 eV


The molecule C5H6O2 at a distorted geometry. Source: the Open Molecules 2025 dataset; level of theory: ωB97M-V/def2-TZVPD.

XYZ file:
```
13
Properties=species:S:1:pos:R:3:forces:R:3
O 1.020644 3.686384 -1.510424 1.53 4.50 -0.29
O 0.466306 -0.688080 0.244227 0.35 2.02 -1.86
C 0.050427 0.133380 -0.825932 -2.33 -0.99 -1.33
C 1.168685 0.080917 1.168445 3.65 -1.12 -0.76
C 0.841985 2.582600 -1.293033 -1.11 -1.10 -0.50
C -1.136703 -0.478289 -1.565129 0.59 -3.04 2.27
C 0.353132 1.433582 -1.354772 0.52 -4.80 2.82
H 1.398226 -0.494020 2.008010 -0.16 -1.21 1.48
H 0.645361 0.897061 1.430100 -2.01 2.95 1.08
H 2.219835 0.440315 0.900750 -1.23 -0.45 -0.64
H -1.299961 0.157854 -2.386458 -1.19 0.56 -1.01
H -0.824836 -1.497513 -1.961545 -0.07 1.10 0.08
H -2.031490 -0.844474 -0.877410 1.47 1.58 -1.32
```
Forces are in eV/Å.

## Properties
- F_max: 5.6 eV Å⁻¹
- ⟨S²⟩: 2.02
- Kohn-Sham gap (spin up / spin down): 7.09 / 7.32 eV
- Charge: 0
- Highest occupied orbital energy (spin up / spin down): -6.418 / -9.775 eV
- Spin multiplicity: 3
- Lowest unoccupied orbital energy (spin up / spin down): 0.668 / -2.453 eV